A single C5H3NO2 molecule, computed with ωB97M-V with the def2-TZVPD basis set.

## Properties
Relative energy (zero: lowest compared OMol25 entry of this formula, charge and spin) ... 64.07 kcal per mole
Multiplicity ... 1
HOMO ... -0.382 Ha

Cartesian coordinates (Å):
C -1.95 -0.60 0.14
C -0.63 -0.26 -0.32
C -0.12 1.07 -0.25
C 1.38 0.75 -0.03
C 1.64 -0.62 -0.33
H -2.30 0.32 0.74
H -0.65 1.94 -0.26
H 2.52 -1.24 -0.10
N 0.51 -1.22 -0.29
O -2.58 -1.73 0.28
O 2.17 1.59 0.44